The following is a quantum chemistry calculation of an isolated molecule of C4H9N3, from the OMol25 dataset.

Lowest unoccupied orbital energy   0.8 eV
Molar mass   99.1 g mol⁻¹
Relative energy (zero: lowest compared OMol25 entry of this formula, charge and spin)   112.7 kJ/mol
2S+1   1
SMILES   [H]/N=C/N=C/N(C)C
Total charge   0
Maximum force   2.498 eV/A

Positions of all 16 atoms, in Å:
H1 3.77 -0.77 0.30
N1 2.73 -0.68 0.39
C1 2.25 0.37 -0.21
N2 0.91 0.73 -0.20
C2 0.07 -0.27 -0.16
N3 -1.26 -0.08 -0.04
C3 -2.18 -1.16 -0.07
C4 -1.86 1.23 0.25
H2 2.85 1.19 -0.65
H3 0.44 -1.30 -0.18
H4 -2.58 -1.37 0.95
H5 -1.71 -2.15 -0.41
H6 -2.99 -0.98 -0.81
H7 -1.05 1.93 0.48
H8 -2.44 1.54 -0.66
H9 -2.61 1.13 1.07

Löwdin atomic charge list, values in e, 6 entries:
1. H 0.04
2. N 0.05
3. C -0.35
4. N 0.02
5. C -0.18
6. N -0.23



The following is a quantum chemistry calculation of an isolated molecule of C4H9N3, from the OMol25 dataset.

Lowest unoccupied orbital energy (alpha / beta)   1.0 / 1.0 eV
Molar mass   99.1 g mol⁻¹
Relative energy (zero: lowest compared OMol25 entry of this formula, charge and spin)   515.8 kJ/mol
2S+1   1
Total charge   0
Maximum force   2.978 eV/A

Positions of all 16 atoms, in Å:
C1 0.23 0.59 0.52
C2 -0.67 1.79 0.45
N1 -2.19 -0.39 -0.64
C3 1.29 -0.89 -0.58
C4 2.37 -1.28 0.11
N2 -0.01 -0.62 -0.01
N3 -0.98 -1.08 -0.76
H1 1.05 0.66 1.22
H2 -2.44 -0.22 0.33
H3 -2.89 -0.99 -1.08
H4 1.23 -1.03 -1.65
H5 -1.20 1.83 -0.49
H6 -0.06 2.69 0.55
H7 -1.40 1.80 1.26
H8 2.44 -1.16 1.18
H9 3.23 -1.69 -0.40

Löwdin atomic charge list, values in e, 6 entries:
1. C -0.15
2. C -0.10
3. N -0.01
4. C -0.16
5. C 0.01
6. N -0.20



The following is a quantum chemistry calculation of a cluster of 2 separate species, C4H9N3 in total, from the OMol25 dataset.

Lowest unoccupied orbital energy   0.8 eV
Molar mass   99.1 g mol⁻¹
Relative energy (zero: lowest compared OMol25 entry of this formula, charge and spin)   177.3 kJ/mol
2S+1   1
SMILES   C=CCN.N=C=N
Total charge   0
Maximum force   1.082 eV/A

Positions of all 16 atoms, in Å:
C1 2.22 0.55 -0.77
C2 1.50 -0.54 -0.64
C3 0.69 -0.89 0.58
N1 0.55 0.23 1.49
H1 2.27 1.28 0.02
H2 2.79 0.75 -1.65
H3 1.46 -1.28 -1.43
H4 -0.29 -1.30 0.24
H5 1.21 -1.70 1.11
H6 0.06 -0.06 2.32
H7 -0.01 0.96 1.05
N2 -2.39 0.68 0.71
C4 -2.48 0.36 -0.44
N3 -2.57 -0.25 -1.48
H8 -2.94 1.35 1.21
H9 -2.07 -0.12 -2.33

Löwdin atomic charge list, values in e, 6 entries:
1. C -0.01
2. C -0.19
3. C -0.32
4. N -0.02
5. H 0.05
6. H 0.04



The following is a quantum chemistry calculation of a cluster of 2 separate species, C4H9N3 in total, from the OMol25 dataset.

Lowest unoccupied orbital energy (alpha / beta)   -14.5 / -14.5 eV
Molar mass   99.1 g mol⁻¹
Relative energy (zero: lowest compared OMol25 entry of this formula, charge and spin)   1061.2 kJ/mol
2S+1   1
Total charge   +2
Maximum force   4.540 eV/A

Positions of all 16 atoms, in Å:
C1 -1.26 -0.86 -0.67
C2 -0.03 0.91 -0.51
C3 -2.52 1.07 -1.14
C4 2.46 -1.34 1.57
N1 -0.06 -1.38 -0.30
N2 -1.31 0.45 -0.82
N3 0.68 -0.41 -0.08
H1 0.69 1.27 -1.20
H2 0.16 1.48 0.43
H3 -2.43 1.74 -1.96
H4 -3.39 0.30 -1.04
H5 -2.93 1.76 -0.36
H6 3.34 -1.69 0.99
H7 2.51 -0.33 2.06
H8 2.25 -2.10 2.38
H9 1.84 -0.87 0.64

Löwdin atomic charge list, values in e, 6 entries:
1. C 0.23
2. C 0.04
3. C 0.04
4. C 0.18
5. N 0.18
6. N -0.08



The following is a quantum chemistry calculation of the ion C4H9N3 with charge +2, from the OMol25 dataset.

Lowest unoccupied orbital energy (alpha / beta)   -10.4 / -11.9 eV
Molar mass   99.1 g mol⁻¹
Relative energy (zero: lowest compared OMol25 entry of this formula, charge and spin)   437.2 kJ/mol
2S+1   1
Total charge   +2
Maximum force   3.839 eV/A

Positions of all 16 atoms, in Å:
C1 -0.61 -1.84 1.60
C2 1.33 1.22 -0.71
C3 -0.55 0.51 0.96
C4 -1.55 -0.98 -0.45
N1 0.22 0.92 -0.16
N2 -0.83 -0.93 0.73
N3 1.75 1.28 -1.93
H1 -0.71 -2.82 1.28
H2 -0.02 -1.53 2.49
H3 2.28 1.44 -0.07
H4 -0.08 0.72 1.94
H5 -1.45 1.22 1.00
H6 -1.98 -1.93 -0.75
H7 -1.68 -0.14 -1.02
H8 2.80 1.52 -2.10
H9 1.09 1.34 -2.79

Löwdin atomic charge list, values in e, 6 entries:
1. C 0.26
2. C -0.19
3. C -0.09
4. C 0.24
5. N 0.21
6. N -0.13



The following is a quantum chemistry calculation of a cluster of 2 separate species, C4H9N3O in total, from the OMol25 dataset.

Lowest unoccupied orbital energy   0.4 eV
Molar mass   115.1 g mol⁻¹
Relative energy (zero: lowest compared OMol25 entry of this formula, charge and spin)   252.3 kJ/mol
2S+1   1
SMILES   [H]/N=C(\N)NC.C=C=O
Total charge   0
Maximum force   3.141 eV/A

Positions of all 17 atoms, in Å:
H1 -2.90 1.49 -1.36
N1 -2.69 0.54 -1.07
C1 -1.54 0.42 -0.53
N2 -0.73 1.46 -0.11
N3 -1.15 -0.91 -0.16
C2 -0.62 -1.34 1.12
H2 -0.19 1.32 0.72
H3 -1.15 2.38 -0.15
H4 -1.94 -1.51 -0.38
H5 -0.75 -0.63 1.95
H6 0.40 -1.64 0.90
H7 -1.07 -2.30 1.37
C3 3.13 0.13 -0.90
C4 2.26 0.08 0.09
O1 1.79 0.50 1.08
H8 2.97 -0.02 -1.95
H9 4.17 0.01 -0.62

Löwdin atomic charge list, values in e, 6 entries:
1. H 0.03
2. N 0.08
3. C -0.56
4. N 0.13
5. N -0.04
6. C -0.12



The following is a quantum chemistry calculation of an isolated molecule of C4H9N3O, from the OMol25 dataset.

Lowest unoccupied orbital energy   1.0 eV
Molar mass   115.1 g mol⁻¹
Relative energy (zero: lowest compared OMol25 entry of this formula, charge and spin)   321.9 kJ/mol
2S+1   1
SMILES   [H]/N=C(\C)O/C(N)=C/N
Total charge   0
Maximum force   0.556 eV/A

Positions of all 17 atoms, in Å:
H1 2.13 -0.22 1.62
N1 1.13 -0.20 1.47
C1 0.80 0.52 0.48
C2 1.65 1.46 -0.33
O1 -0.68 1.26 0.66
C3 -1.28 0.21 0.13
N2 -2.41 -0.22 0.67
C4 -0.48 -0.48 -0.80
N3 -0.57 -1.89 -0.82
H2 2.48 0.90 -0.77
H3 1.09 1.95 -1.12
H4 2.06 2.23 0.33
H5 -2.82 -1.07 0.30
H6 -2.68 0.08 1.60
H7 -0.16 0.05 -1.69
H8 -0.25 -2.30 -1.69
H9 -0.02 -2.28 -0.05

Löwdin atomic charge list, values in e, 6 entries:
1. H 0.04
2. N 0.08
3. C -0.43
4. C -0.04
5. O 0.02
6. C -0.47



The following is a quantum chemistry calculation of an isolated molecule of C4H9N3O, from the OMol25 dataset.

Lowest unoccupied orbital energy   0.8 eV
Molar mass   115.1 g mol⁻¹
Relative energy (zero: lowest compared OMol25 entry of this formula, charge and spin)   303.1 kJ/mol
2S+1   1
SMILES   O[C@@H]1CNC=NNC1
Total charge   0
Maximum force   4.046 eV/A

Positions of all 17 atoms, in Å:
O1 -1.10 0.11 1.63
C1 -1.25 -0.14 0.32
C2 -0.36 -1.37 -0.07
N1 1.01 -1.21 0.38
C3 1.79 -0.14 0.01
N2 1.63 1.07 -0.33
N3 0.39 1.73 -0.31
C4 -0.80 0.93 -0.73
H1 -0.35 0.74 1.86
H2 -2.29 -0.45 0.16
H3 -0.85 -2.38 0.33
H4 -0.39 -1.62 -1.10
H5 1.47 -1.61 1.21
H6 2.80 -0.29 0.04
H7 0.55 2.53 -0.92
H8 -0.61 0.38 -1.68
H9 -1.64 1.71 -0.78

Löwdin atomic charge list, values in e, 6 entries:
1. O -0.02
2. C -0.43
3. C -0.17
4. N 0.00
5. C -0.27
6. N 0.01



The following is a quantum chemistry calculation of a structure of composition C4H9N3O, from the OMol25 dataset.

Lowest unoccupied orbital energy   0.4 eV
Molar mass   115.1 g mol⁻¹
Relative energy (zero: lowest compared OMol25 entry of this formula, charge and spin)   750.7 kJ/mol
2S+1   1
Total charge   0
Maximum force   10.941 eV/A

Positions of all 17 atoms, in Å:
C1 0.20 0.09 -0.01
C2 1.27 -0.45 -0.96
C3 1.05 -0.40 1.08
C4 -1.15 -0.73 -0.26
H1 -0.28 1.81 -0.96
H2 -0.75 1.71 0.61
H3 0.90 -1.36 -1.25
H4 1.66 0.31 -1.74
H5 2.74 0.47 0.05
H6 1.32 0.37 1.68
H7 1.26 -1.34 1.76
H8 -1.44 -1.72 -0.43
H9 -4.03 0.14 -0.23
N1 0.11 1.61 0.00
N2 2.29 -0.37 0.23
N3 -1.98 0.25 0.27
O1 -3.17 -0.38 0.15

Löwdin atomic charge list, values in e, 6 entries:
1. C -0.51
2. C -0.12
3. C -0.18
4. C 0.06
5. H 0.09
6. H 0.07



The following is a quantum chemistry calculation of an isolated molecule of C4H9N3O, from the OMol25 dataset.

Lowest unoccupied orbital energy   0.6 eV
Molar mass   115.1 g mol⁻¹
Relative energy (zero: lowest compared OMol25 entry of this formula, charge and spin)   349.5 kJ/mol
2S+1   1
SMILES   C/N=C/N=C(/C)NO
Total charge   0
Maximum force   4.927 eV/A

Positions of all 17 atoms, in Å:
C1 1.76 -1.25 -2.15
N1 0.91 -0.67 -1.08
C2 -0.26 -0.26 -1.34
N2 -1.24 0.25 -0.62
C3 -0.88 0.45 0.73
C4 -1.80 1.41 1.50
N3 0.24 0.05 1.25
O1 0.43 0.36 2.61
H1 2.51 -0.47 -2.41
H2 2.11 -2.21 -1.70
H3 1.14 -1.36 -3.04
H4 -0.60 -0.58 -2.37
H5 -2.25 0.82 2.30
H6 -1.21 2.19 1.95
H7 -2.55 1.84 0.85
H8 1.03 -0.03 0.58
H9 0.68 -0.54 2.95

Löwdin atomic charge list, values in e, 6 entries:
1. C -0.11
2. N -0.09
3. C -0.36
4. N 0.08
5. C -0.32
6. C 0.00



The following is a quantum chemistry calculation of a cluster of 2 separate species, C4H9N3O in total, from the OMol25 dataset.

Lowest unoccupied orbital energy   0.7 eV
Molar mass   115.1 g mol⁻¹
Relative energy (zero: lowest compared OMol25 entry of this formula, charge and spin)   284.6 kJ/mol
2S+1   1
SMILES   CN(C)C#N.NC=O
Total charge   0
Maximum force   4.007 eV/A

Positions of all 17 atoms, in Å:
C1 -0.64 -0.99 1.21
N1 -0.49 -0.45 -0.15
C2 0.02 -1.46 -1.11
C3 -1.42 0.47 -0.64
N2 -2.50 0.88 -0.81
H1 -1.32 -1.84 1.23
H2 0.34 -1.30 1.58
H3 -1.02 -0.22 1.88
H4 -0.81 -2.08 -1.48
H5 0.47 -0.95 -1.97
H6 0.78 -2.09 -0.64
N3 1.13 1.93 0.83
C4 1.10 1.39 -0.43
O1 2.09 1.09 -1.06
H7 0.26 1.86 1.34
H8 2.06 2.17 1.15
H9 -0.05 1.59 -0.94

Löwdin atomic charge list, values in e, 6 entries:
1. C -0.06
2. N -0.27
3. C -0.05
4. C -0.34
5. N 0.18
6. H 0.09



The following is a quantum chemistry calculation of an isolated molecule of C4H9N3S, from the OMol25 dataset.

Lowest unoccupied orbital energy   0.6 eV
Molar mass   131.2 g mol⁻¹
Relative energy (zero: lowest compared OMol25 entry of this formula, charge and spin)   232.2 kJ/mol
2S+1   1
SMILES   [H]/N=C(\N)CC/C=N\S
Total charge   0
Maximum force   5.395 eV/A

Positions of all 17 atoms, in Å:
H1 -1.73 -2.30 0.43
N1 -1.32 -1.37 0.50
C1 -1.93 -0.36 0.02
N2 -3.21 -0.28 -0.66
C2 -1.35 1.03 0.39
C3 0.13 1.20 0.75
C4 1.20 1.40 -0.28
N3 2.15 0.60 -0.74
S1 2.37 -0.99 0.01
H2 -3.15 0.52 -1.29
H3 -3.63 -1.20 -1.03
H4 -2.07 1.40 0.98
H5 -1.56 1.81 -0.41
H6 0.10 2.12 1.45
H7 0.33 0.38 1.37
H8 1.24 2.21 -0.89
H9 0.97 -1.29 0.29

Löwdin atomic charge list, values in e, 6 entries:
1. H 0.05
2. N 0.11
3. C -0.43
4. N 0.08
5. C -0.15
6. C -0.20



The following is a quantum chemistry calculation of an isolated molecule of C4H9N3S, from the OMol25 dataset.

Lowest unoccupied orbital energy   -0.1 eV
Molar mass   131.2 g mol⁻¹
Relative energy (zero: lowest compared OMol25 entry of this formula, charge and spin)   203.8 kJ/mol
2S+1   1
SMILES   CN(CC=S)/N=C/N
Total charge   0
Maximum force   1.712 eV/A

Positions of all 17 atoms, in Å:
C1 0.32 1.41 -0.11
N1 0.31 0.03 0.32
C2 1.41 -0.75 -0.22
C3 2.69 -0.43 0.48
S1 4.15 -0.36 -0.18
N2 -0.89 -0.68 0.15
C4 -1.98 -0.06 -0.01
N3 -3.16 -0.76 -0.23
H1 -0.29 2.02 0.53
H2 -0.05 1.53 -1.14
H3 1.38 1.83 -0.04
H4 1.53 -0.65 -1.31
H5 1.17 -1.79 0.02
H6 2.59 -0.22 1.56
H7 -2.10 1.01 -0.01
H8 -4.00 -0.39 0.21
H9 -3.09 -1.73 -0.02

Löwdin atomic charge list, values in e, 6 entries:
1. C -0.10
2. N -0.25
3. C -0.29
4. C -0.69
5. S 0.68
6. N 0.05



The following is a quantum chemistry calculation of the ion C4H9N3S with charge +2, from the OMol25 dataset.

Lowest unoccupied orbital energy (alpha / beta)   -11.3 / -10.1 eV
Molar mass   131.2 g mol⁻¹
Relative energy (zero: lowest compared OMol25 entry of this formula, charge and spin)   479.3 kJ/mol
2S+1   1
Total charge   +2
Maximum force   4.083 eV/A

Positions of all 17 atoms, in Å:
C1 -1.48 -0.33 0.10
C2 0.96 -0.87 0.17
C3 -1.41 1.13 -0.29
C4 3.53 -0.26 -0.21
N1 -0.37 -0.97 0.49
N2 -0.57 1.99 0.38
N3 -2.61 -0.97 0.08
S1 1.92 0.40 0.37
H1 -0.98 1.14 -1.30
H2 -2.44 1.44 -0.48
H3 3.90 0.14 -1.21
H4 3.25 -1.34 -0.27
H5 4.28 0.02 0.55
H6 -0.60 -1.93 0.90
H7 -0.89 3.02 0.41
H8 -3.60 -0.66 0.05
H9 -2.90 -1.98 0.24

Löwdin atomic charge list, values in e, 6 entries:
1. C -0.25
2. C -0.22
3. C -0.23
4. C -0.24
5. N 0.07
6. N 0.11



The following is a quantum chemistry calculation of the ion C4H9N4O with charge +1, from the OMol25 dataset.

Lowest unoccupied orbital energy   -3.0 eV
Molar mass   129.1 g mol⁻¹
Relative energy (zero: lowest compared OMol25 entry of this formula, charge and spin)   319.1 kJ/mol
2S+1   1
SMILES   C[N@H+]1CN=C(N)N1C=O
Total charge   +1
Maximum force   4.813 eV/A

Positions of all 18 atoms, in Å:
C1 1.88 -0.05 0.12
N1 0.59 -0.21 -0.71
C2 0.11 -1.63 -0.23
N2 -0.80 -1.30 0.82
C3 -1.11 -0.13 0.98
N3 -1.79 0.61 1.80
N4 -0.32 0.77 -0.37
C4 -0.74 1.47 -1.43
O1 -0.17 1.33 -2.49
H1 2.21 1.06 0.25
H2 1.66 -0.45 1.12
H3 2.72 -0.63 -0.37
H4 0.70 0.00 -1.81
H5 0.99 -2.28 0.19
H6 -0.28 -2.26 -0.97
H7 -2.05 0.10 2.66
H8 -1.87 1.59 1.57
H9 -1.72 2.02 -1.14

Löwdin atomic charge list, values in e, 6 entries:
1. C 0.02
2. N -0.11
3. C -0.08
4. N 0.13
5. C -0.28
6. N 0.20